Entry 1:
Formula: C30H47CeClP2
Source: the Open Molecules 2025 dataset
Level of theory: ωB97M-V/def2-TZVPD

Properties
Spin multiplicity ... 2
Expectation value of S² ... 0.75
Relative energy (zero: lowest compared OMol25 entry of this formula, charge and spin) ... 1.762 eV
HOMO-LUMO gap (spin up / spin down) ... 6.848 / 6.903 eV
Total charge ... +1

Last column: Mulliken charge in e.
Geometry (Å):
Ce 0.9740 0.0070 0.4543  -0.765
C -0.5758 -0.9026 2.4201  -0.010
C -0.3494 -2.1158 1.7129  1.076
C 1.6312 -1.5085 2.7440  0.345
C 0.6359 -0.5378 3.0763  1.085
C 1.0163 -2.4918 1.9219  1.027
C -1.8692 -0.1701 2.5309  -1.261
H -2.7088 -0.7704 2.1555  0.296
H -1.8637 0.7815 1.9708  0.074
H -2.0577 0.0846 3.5827  0.448
C 0.7451 0.5533 4.0778  -1.453
H 0.5226 1.5304 3.6329  0.186
H 1.7502 0.5964 4.5020  0.311
H 0.0336 0.3962 4.9027  0.436
C 2.9757 -1.6026 3.3685  -1.419
H 2.9550 -1.2151 4.3956  0.384
H 3.7411 -1.0329 2.8329  -0.032
H 3.3051 -2.6463 3.4198  0.430
C 1.6108 -3.8323 1.6461  -1.824
H 1.9697 -4.2946 2.5806  0.448
H 2.4696 -3.7979 0.9668  0.317
H 0.8672 -4.5164 1.2230  0.287
C -1.3925 -2.9840 1.0879  -1.644
H -1.0839 -4.0370 1.1121  0.398
H -1.6061 -2.7280 0.0400  0.045
H -2.3406 -2.9036 1.6351  0.443
C -5.0072 1.2741 -1.4995  -0.422
C -5.3423 1.3396 -2.7939  -0.739
C -4.4728 1.1876 -4.0240  -0.958
C -2.9832 1.4527 -3.7734  -0.710
C -2.2427 0.1886 -3.3874  -0.587
C -2.9335 -0.7332 -2.5988  -1.460
C -3.1786 -0.4704 -1.1501  1.189
C -3.6572 0.9839 -0.8505  -0.403
H -4.8598 1.8888 -4.7770  0.483
H -2.8849 2.2045 -2.9960  -0.045
H -4.5766 0.1795 -4.4366  0.384
H -2.8725 1.7143 -1.1258  -0.112
H -5.7805 1.5158 -0.7567  0.371
H -6.3798 1.5696 -3.0444  0.381
H -3.7890 1.0628 0.2436  0.570
H -3.9580 -1.1750 -0.7984  0.742
H -3.2070 -1.7040 -2.9926  0.514
H -2.2895 -0.6666 -0.5213  -1.337
H -2.5405 1.9262 -4.6486  0.610
H -1.6606 -0.2318 -4.2405  1.027
P -0.2020 0.7452 -2.2739  1.940
C -0.4095 2.5637 -1.8895  -0.851
C 0.3061 1.1067 -4.0311  -1.667
P 1.1372 -1.8147 -1.3141  1.450
C 1.5006 -0.1573 -2.0952  -1.994
C 0.1916 -2.5973 -2.6882  -1.206
C 2.7200 -2.6815 -1.5028  -1.555
H -0.2573 2.7737 -0.8176  0.088
H -1.4152 2.9224 -2.1511  0.391
H 0.3338 3.1445 -2.4555  0.513
H 1.0243 1.9298 -4.0441  0.524
H -0.5250 1.3803 -4.6927  0.378
H 0.7823 0.2384 -4.4903  0.316
H 3.0427 -2.6692 -2.5529  0.490
H 2.5943 -3.7191 -1.1678  0.466
H 3.4909 -2.2066 -0.8873  0.334
H 2.3047 0.4554 -1.6281  0.757
H 1.8918 -0.4735 -3.0696  0.764
H 0.2637 -3.6903 -2.5744  0.531
H 0.6191 -2.3309 -3.6661  0.442
H -0.8748 -2.3301 -2.7017  0.073
Cl 0.9580 2.8795 1.0118  -0.289
C 2.3051 2.8828 2.1401  0.642
C 2.2743 3.8325 3.1473  -0.469
C 3.1103 3.6860 4.2598  -0.458
C 4.0224 2.6253 4.2823  -0.773
C 4.1234 1.7408 3.2107  -0.564
C 3.2455 1.8303 2.0932  0.073
C 3.2470 0.8277 1.0099  -1.411
H 1.5560 4.6528 3.1054  0.426
H 3.0259 4.3992 5.0814  0.392
H 4.6737 2.4990 5.1530  0.380
H 4.8791 0.9528 3.2145  0.515
H 3.9499 -0.0006 1.1756  0.428
H 3.3709 1.2335 -0.0123  0.796


Entry 2:
Formula: C30H47Cl2IrN2P
Source: the Open Molecules 2025 dataset
Level of theory: ωB97M-V/def2-TZVPD

Properties
Spin multiplicity ... 5
Expectation value of S² ... 6.03
Relative energy (zero: lowest compared OMol25 entry of this formula, charge and spin) ... 0.000 eV
HOMO-LUMO gap (spin up / spin down) ... 4.217 / 6.614 eV
Total charge ... -1

Last column: Mulliken charge in e.
Geometry (Å):
P 0.0994 -0.6964 -1.0405  1.012
C 1.6482 -0.0676 -1.9963  -0.055
C 1.8590 -0.4614 -3.4640  -0.133
C 3.2410 -0.0249 -3.9696  -1.054
C 3.5602 1.4505 -3.7008  -0.636
C 3.1815 1.9206 -2.2908  -0.929
C 1.7798 1.4515 -1.8663  0.008
C -1.3060 0.2258 -1.9474  0.551
C -1.1541 0.3550 -3.4575  -0.634
C -2.4540 0.8721 -4.0779  -1.100
C -2.9356 2.1804 -3.4403  -0.691
C -2.8990 2.1743 -1.9065  -1.040
C -1.5964 1.5949 -1.3238  -0.149
C -0.0810 -2.3625 -1.8899  -0.263
C 1.1232 -3.2462 -1.5417  -0.791
C 1.0230 -4.6204 -2.2241  -0.803
C -0.3193 -5.3187 -1.9747  -0.745
C -1.5283 -4.4109 -2.2318  -0.762
C -1.4243 -3.0265 -1.5659  -0.675
H 2.4445 -0.5425 -1.3905  0.645
H 1.1095 0.0415 -4.0810  0.016
H 1.7325 -1.5389 -3.6254  0.114
H 3.2825 -0.2100 -5.0500  0.391
H 4.0141 -0.6658 -3.5223  0.395
H 4.6299 1.6201 -3.8682  0.379
H 3.0341 2.0756 -4.4353  0.308
H 3.9218 1.5603 -1.5631  0.378
H 3.2123 3.0155 -2.2471  0.386
H 1.5674 1.7821 -0.8395  -0.659
H 1.0515 1.9283 -2.5356  0.217
H -2.1795 -0.4082 -1.7331  0.466
H -3.2242 0.0951 -3.9804  0.383
H -0.8809 -0.5999 -3.9323  0.176
H -0.3551 1.0789 -3.6691  0.137
H -2.2963 1.0192 -5.1522  0.409
H -3.9564 2.3846 -3.7864  0.408
H -2.3166 3.0123 -3.8047  0.268
H -3.0366 3.1945 -1.5312  0.413
H -3.7433 1.5859 -1.5225  0.377
H -1.6917 1.4856 -0.2336  -0.289
H -0.7673 2.2903 -1.5207  0.158
H -0.0704 -2.1703 -2.9749  0.069
H 2.0646 -2.7636 -1.8445  0.261
H 1.1523 -3.3662 -0.4511  0.435
H 1.1812 -4.5049 -3.3082  0.318
H 1.8366 -5.2501 -1.8471  0.397
H -0.3513 -5.7069 -0.9481  0.339
H -0.3915 -6.1982 -2.6242  0.353
H -2.4371 -4.8998 -1.8641  0.408
H -1.6512 -4.2745 -3.3176  0.335
H -2.2592 -2.4044 -1.9234  0.117
H -1.5197 -3.1048 -0.4752  0.350
Ir -0.1584 0.0302 2.5505  0.887
Cl -2.0975 -0.4420 1.5252  -0.711
Cl 2.0839 0.3042 2.2207  -0.716
C -0.5358 1.5474 3.6712  -0.754
H -0.7976 1.4073 4.7361  0.062
C -0.6187 2.9185 3.2079  0.367
C -1.1966 3.9909 3.9713  -0.727
C -1.2555 5.2578 3.4087  -0.349
C -0.7341 5.4972 2.1197  -0.644
C -0.1498 4.4463 1.3988  -0.364
C -0.0952 3.1700 1.9352  1.092
H -1.5878 3.8010 4.9678  0.365
H -1.7020 6.0781 3.9668  0.342
H 0.2761 4.6250 0.4043  0.337
H 0.3737 2.3260 1.4063  -0.879
H -0.7811 6.4974 1.6884  0.345
C 2.3778 -1.7166 7.1132  -1.142
C 1.2517 -1.3928 6.2215  0.671
C -0.1188 -1.4369 6.4767  -1.123
C -0.7734 -1.0752 5.3015  0.656
N 0.1755 -0.8158 4.3503  -0.046
N 1.3891 -1.0590 4.9288  0.001
C -2.1974 -0.9066 5.0447  -0.775
H 2.2677 -1.1688 8.0532  0.292
H 2.3518 -2.7854 7.3527  0.251
H 3.3439 -1.4623 6.6631  0.316
H -0.5808 -1.6902 7.4134  0.415
H 2.2721 -0.8615 4.4529  0.273
H -2.7032 -1.8728 5.2329  0.353
H -2.6134 -0.1421 5.7255  0.217
H -2.3900 -0.6203 4.0027  0.016


Entry 3:
Formula: C30H47Cl32F10IN2O4S
Source: the Open Molecules 2025 dataset
Level of theory: ωB97M-V/def2-TZVPD

Properties
HOMO-LUMO gap ... 6.479 eV

Last column: Mulliken charge in e.
Geometry (Å):
C -0.3445 -3.6945 0.3570  -0.409
C 0.6604 -3.4856 -0.9311  1.085
F 1.8876 -4.3094 -0.6274  -0.424
C 1.0428 -1.9203 -1.2453  -0.981
I 1.6595 -1.2224 0.7791  0.037
N -0.3482 -1.3245 -1.5273  0.106
C -0.1732 -0.7063 -2.9234  -0.443
O -1.2865 -0.5853 -3.6612  -0.663
C 1.4061 -0.3163 -3.3117  1.013
C 1.9638 1.1652 -2.7719  -0.622
C 1.0555 2.3236 -3.4932  -1.056
C 0.7234 3.6239 -2.4931  0.849
F 1.1687 4.8183 -3.3089  -0.374
F 1.5918 3.6549 -1.2823  -0.239
C -0.8674 3.8544 -2.2188  0.478
F -1.7353 3.6147 -3.4251  -0.245
F -1.0354 5.3256 -1.9180  -0.267
S -1.6235 2.9293 -0.7961  1.131
F -2.9495 4.0702 -0.8071  -0.379
F -2.5527 2.0247 -1.9702  -0.396
F -0.4929 1.6488 -0.8258  -0.008
F -0.7958 3.8155 0.4122  -0.247
F -2.4475 2.0957 0.4613  -0.316
O 1.3493 -0.4976 -4.8003  -0.404
C 2.6023 -0.0443 -5.4277  0.500
N 3.7331 0.3695 -5.8958  -0.533
C 2.1056 -1.5959 -2.4927  0.978
C 2.0573 -2.8654 -3.5803  -1.205
C 3.6963 -1.3452 -2.0944  -0.395
C 4.4674 -2.7263 -1.6361  0.085
O 4.5898 -3.0461 -0.3426  -0.543
O 5.0729 -3.6029 -2.6594  -0.472
H 0.2302 -3.9412 1.3485  0.290
H -1.0403 -2.7678 0.5722  -0.338
H -1.0754 -4.6065 0.1577  0.175
H 0.0957 -3.9120 -1.8878  -0.319
H -1.0928 -2.0430 -1.7660  0.392
H 1.8913 1.1268 -1.6047  0.383
H 3.0806 1.3642 -3.0620  0.581
H 0.0588 1.8717 -3.9679  0.417
H 1.6846 2.7088 -4.4317  0.438
H 2.7629 -2.6762 -4.5097  0.325
H 2.3923 -3.8846 -3.1024  0.338
H 0.9723 -3.0260 -4.0186  0.243
H 3.8436 -0.5210 -1.2612  0.379
H 4.2870 -0.9393 -3.0449  0.434
H 5.6486 -4.3162 -2.2225  0.396
C 1.6416 -2.3956 4.6246  -0.425
Cl 3.1508 -2.2865 3.7106  -0.138
Cl 0.2525 -2.5537 3.5427  -0.012
H 1.6843 -3.2698 5.2788  0.312
H 1.5234 -1.4906 5.2255  0.287
C 1.2435 5.7238 2.5519  0.190
Cl 1.8161 4.4450 3.6297  -0.096
Cl 2.1121 7.2361 2.8414  -0.186
H 1.4034 5.4144 1.5162  -0.299
H 0.1774 5.8866 2.7278  0.384
C -2.4824 -0.2145 2.6354  0.853
Cl -2.7127 -1.7611 1.8110  0.005
Cl -3.1563 -0.2578 4.2691  -0.188
H -1.4127 -0.0003 2.6974  0.276
H -2.9834 0.5711 2.0646  -0.781
C 0.8449 -7.2527 -2.4811  0.005
Cl -0.2178 -5.8720 -2.7798  -0.099
Cl 1.8905 -7.5634 -3.8722  -0.142
H 1.4675 -7.0402 -1.6085  0.254
H 0.2332 -8.1379 -2.2910  0.017
C 3.1994 7.1762 -2.2260  -0.125
Cl 4.4227 8.3626 -2.6959  -0.177
Cl 2.5724 7.5154 -0.6084  -0.095
H 2.3748 7.2127 -2.9421  0.238
H 3.6490 6.1803 -2.2317  0.158
C -6.6733 0.3730 2.2249  -0.083
Cl -8.0066 1.0513 1.2830  -0.155
Cl -5.1120 0.9261 1.6072  -0.045
H -6.7762 0.6891 3.2659  0.316
H -6.7137 -0.7173 2.1648  -0.050
C 5.3430 5.2768 1.8297  -0.340
Cl 5.8259 4.3306 3.2426  -0.145
Cl 4.1925 4.3829 0.8284  -0.014
H 4.8754 6.2053 2.1662  0.156
H 6.2303 5.5053 1.2343  0.343
C -1.3634 -9.9779 -0.3529  -0.348
Cl -1.8843 -8.8052 -1.5687  -0.119
Cl -0.0772 -9.3136 0.6617  -0.141
H -2.2162 -10.2381 0.2788  0.324
H -0.9918 -10.8728 -0.8579  0.283
C -6.0029 4.3358 0.2804  0.155
Cl -5.6678 5.0858 1.8457  -0.170
Cl -7.7341 4.3555 -0.0768  -0.259
H -5.4725 4.8877 -0.4993  0.196
H -5.6555 3.3000 0.3005  0.039
C 2.5492 -9.8007 3.4088  0.283
Cl 3.7725 -8.6143 2.9389  -0.142
Cl 1.9221 -9.4615 5.0265  -0.156
H 1.7246 -9.7642 2.6928  -0.196
H 2.9988 -10.7966 3.4032  0.258
C -5.2053 -4.9855 2.2123  -0.349
Cl -6.2680 -3.6048 1.9136  -0.136
Cl -4.1598 -5.2962 0.8211  -0.113
H -4.5827 -4.7730 3.0848  0.218
H -5.8170 -5.8707 2.4024  0.369
C -8.5235 7.9614 -0.1004  0.118
Cl -9.8568 8.6397 -1.0422  -0.152
Cl -6.9622 8.5144 -0.7181  -0.143
H -8.6264 8.2774 0.9406  0.321
H -8.5639 6.8711 -0.1605  -0.102
C 0.0989 -8.9976 -7.1450  -0.333
Cl 1.3222 -7.8112 -7.6149  -0.147
Cl -0.5281 -8.6584 -5.5274  -0.069
H -0.7256 -8.9611 -7.8611  0.292
H 0.5486 -9.9935 -7.1507  0.266
C 4.3302 5.1953 6.8953  0.076
Cl 3.3759 3.7489 7.2453  -0.152
Cl 5.4601 5.5453 8.2089  -0.162
H 4.8948 5.0345 5.9737  -0.040
H 3.6550 6.0454 6.7707  0.274
C -7.9657 6.3688 -3.5049  0.337
Cl -6.4565 6.4779 -4.4189  -0.169
Cl -9.3548 6.2107 -4.5868  -0.172
H -7.9230 5.4946 -2.8507  0.072
H -8.0839 7.2738 -2.9040  -0.088
C 8.8052 3.5073 9.0985  -0.031
Cl 9.9756 2.5478 8.1851  -0.157
Cl 8.1470 2.5850 10.4554  -0.149
H 9.3014 4.4015 9.4834  0.261
H 7.9868 3.7965 8.4346  0.074